(1)
11
Properties=species:S:1:pos:R:3 method="wB97M-V/def2-TZVPD" molar_mass_g_mol=87.078 energy_ev=-8776.0690 charge=0 multiplicity=1 de_lowest_kcal_mol=37.5 lumo_ev=0.416 smiles="C=C(O)C(N)=O" homo_lumo_gap_ev=9.6
C -1.67662 0.45399 0.10282
C -0.46561 -0.10967 -0.04400
O -0.50468 -1.46946 -0.06241
C 0.85700 0.59432 -0.14208
O 0.90527 1.79663 -0.31105
N 1.94371 -0.19949 0.06448
H -1.47215 -1.45049 -0.27049
H -2.36444 -0.06513 0.77254
H -1.94320 1.43177 -0.24040
H 1.85921 -1.20194 0.11478
H 2.86152 0.21947 0.01582

(2)
104
Properties=species:S:1:pos:R:3 method="wB97M-V/def2-TZVPD" molar_mass_g_mol=879.485 energy_ev=-90096.2185 charge=+2 multiplicity=5 de_lowest_kcal_mol=0.0 lumo_ev="-4.855 / -7.975" homo_lumo_gap_ev="8.2 / 6.1"
Pd -1.06750 0.24484 -0.21750
C 0.93120 0.48863 2.08420
Sb 0.47351 -1.55344 1.61726
C -1.66144 -1.48515 1.30487
C -2.36896 -2.10174 0.17293
C -3.12551 -3.27010 0.19042
C -3.82178 -3.63603 -0.94801
C -3.75955 -2.83758 -2.08255
C -3.00500 -1.68043 -2.03521
N -2.33966 -1.33632 -0.93379
Si -2.58075 -1.49497 2.97768
C -2.21414 -3.11893 3.83189
C -4.41531 -1.35778 2.62896
C -1.94317 -0.13562 4.09386
C 1.90391 -2.04023 0.07137
C 1.70638 -1.29673 -1.20914
C 2.69729 -1.36602 -2.19829
C 2.51236 -0.78110 -3.43032
C 1.31979 -0.11565 -3.68640
C 0.39589 -0.05303 -2.67423
N 0.57467 -0.60990 -1.45815
Si 3.63862 -1.67307 0.89714
C 5.02770 -2.75113 0.26824
C 3.54098 -1.98634 2.74612
C 4.10736 0.10408 0.55941
Si 1.72411 -3.94987 -0.26424
C 2.73684 -4.51736 -1.72149
C 2.16093 -4.89264 1.28814
C -0.06930 -4.29419 -0.65393
H 0.15499 0.88837 2.73089
H 0.98888 1.07473 1.16175
H 1.89579 0.53883 2.58411
H -3.15310 -3.88303 1.08024
H -4.41256 -4.54246 -0.95393
H -4.29623 -3.09615 -2.98373
H -2.93827 -1.00736 -2.88019
H -2.59134 -3.98798 3.29071
H -2.68827 -3.12212 4.81696
H -1.14223 -3.26061 3.99190
H -4.84752 -2.34972 2.48653
H -4.66885 -0.77153 1.74434
H -4.92217 -0.90844 3.48587
H -0.95611 -0.37900 4.49656
H -2.61501 -0.06210 4.95303
H -1.89855 0.85097 3.63314
H 3.60790 -1.90710 -1.98858
H 3.28255 -0.84967 -4.18729
H 1.11396 0.34941 -4.63954
H -0.54110 0.47145 -2.82723
H 4.87685 -3.81785 0.42887
H 5.91125 -2.46381 0.84666
H 5.27991 -2.59191 -0.78052
H 3.42219 -3.04544 2.97716
H 2.79057 -1.43386 3.31500
H 4.50816 -1.67914 3.15544
H 4.38114 0.25621 -0.48591
H 4.98897 0.34080 1.16117
H 3.33443 0.83100 0.80740
H 3.80023 -4.29476 -1.66698
H 2.34528 -4.12907 -2.66296
H 2.63632 -5.60610 -1.75922
H 3.22432 -4.88754 1.52613
H 1.87196 -5.93526 1.13023
H 1.61467 -4.54552 2.16954
H -0.49410 -3.59790 -1.38179
H -0.68343 -4.27593 0.24827
H -0.15355 -5.29969 -1.07405
C 1.40914 5.57764 -1.17426
Si 1.25890 3.85146 -0.47970
C 2.44185 2.70646 -1.37665
C 1.64194 3.84652 1.36148
C -0.51081 3.24953 -0.77552
C -1.46972 3.16771 0.33111
C -1.83338 4.31707 1.04481
C -2.85033 4.26068 1.97404
C -3.49719 3.05027 2.20190
C -3.06332 1.94486 1.50893
N -2.07229 1.98950 0.60310
Si -1.40739 3.47117 -2.43493
C -0.24215 3.26729 -3.88823
C -2.13744 5.18962 -2.40768
C -2.83060 2.24589 -2.55396
H 2.42817 5.94057 -1.01858
H 0.73277 6.28144 -0.68514
H 1.21040 5.60465 -2.24758
H 3.45886 2.89805 -1.02490
H 2.43352 2.87230 -2.45420
H 2.22235 1.65171 -1.19172
H 2.01201 4.82651 1.66923
H 2.42612 3.12426 1.59885
H 0.77664 3.62076 1.98765
H -1.32660 5.24936 0.83360
H -3.14390 5.15165 2.51336
H -4.30977 2.96417 2.90855
H -3.51356 0.97556 1.66323
H 0.66721 2.72138 -3.64135
H 0.05312 4.24041 -4.28480
H -0.74509 2.73300 -4.69808
H -1.36502 5.95758 -2.34295
H -2.83029 5.32753 -1.57578
H -2.69480 5.35878 -3.33248
H -2.54910 1.20110 -2.40127
H -3.27342 2.31737 -3.55078
H -3.61427 2.47325 -1.82853

(3)
26
Properties=species:S:1:pos:R:3 method="wB97M-V/def2-TZVPD" molar_mass_g_mol=174.200 energy_ev=-16606.1497 charge=0 multiplicity=1 de_lowest_kcal_mol=88.3 lumo_ev=0.445 smiles="CC(C)/C=N/N.O=CCOC=O" homo_lumo_gap_ev=8.7
C -1.16693 -1.28446 2.72586
C -1.07230 -0.63885 1.31601
C -0.16327 0.59356 1.51076
C -0.79239 -1.45223 0.11914
C 1.47755 -0.21696 -1.23939
C 1.07844 1.17604 -1.61543
C 1.73523 3.34632 -1.15881
H -0.45154 -2.08644 2.92726
H -0.94032 -0.50189 3.45619
H -2.20341 -1.57527 2.96630
H -2.09267 -0.24663 1.18899
H 0.85545 0.31638 1.80199
H -0.16188 1.29371 0.67567
H -0.59009 1.13630 2.35882
H 0.10362 -2.09825 0.07462
H -0.36389 -2.36831 -2.16639
H -2.03366 -2.61081 -2.50939
H 1.78076 -0.27295 -0.16703
H 1.37918 1.38603 -2.65090
H -0.00991 1.32418 -1.49699
H 2.24300 4.01014 -0.46007
N -1.74428 -1.71747 -0.75801
N -1.33495 -2.07825 -1.99876
O 1.46127 -1.18499 -1.98025
O 1.76579 2.08562 -0.70849
O 1.24120 3.66547 -2.21169

(4)
85
Properties=species:S:1:pos:R:3 method="wB97M-V/def2-TZVPD" molar_mass_g_mol=1027.595 energy_ev=-162485.2615 charge=-1 multiplicity=3 de_lowest_kcal_mol=0.0 lumo_ev="0.415 / 0.422" homo_lumo_gap_ev="4.5 / 4.6"
Mo -0.34380 0.17995 0.39554
C 1.92886 2.32790 0.72491
N 1.79118 0.86085 0.81285
C 1.96640 0.42307 2.20530
C 0.85040 0.96850 3.07353
N -0.35759 1.16631 2.26863
C -1.47150 1.58307 2.95460
C -2.72666 1.75747 2.32135
F -2.87334 1.53205 1.01235
C -3.87504 2.17100 2.96157
F -5.00853 2.29242 2.25917
C -3.87692 2.46615 4.30954
F -4.99165 2.87289 4.93664
C -2.68506 2.33147 4.97873
F -2.62870 2.61175 6.28998
C -1.53510 1.90783 4.33282
F -0.46061 1.83514 5.15568
C 2.82609 0.20489 -0.01412
C 2.73924 0.68008 -1.44141
N 1.36600 0.57915 -1.88217
C 1.02388 1.29546 -2.96821
C 1.50125 2.56006 -3.40315
F 2.37659 3.26895 -2.64463
C 1.04180 3.21536 -4.53181
F 1.52068 4.43798 -4.82046
C 0.06066 2.67196 -5.33098
F -0.41206 3.32814 -6.40836
C -0.44006 1.43400 -4.96470
F -1.38955 0.84851 -5.72226
C 0.04509 0.78506 -3.85834
F -0.42511 -0.45420 -3.62119
H 2.94895 2.61347 1.00915
H 1.20849 2.80228 1.38410
H 1.71903 2.65090 -0.28944
H 2.94107 0.75701 2.58460
H 1.96146 -0.66484 2.20198
H 1.16600 1.91354 3.52218
H 0.68386 0.26161 3.89059
H 2.66815 -0.86632 0.04047
H 3.81129 0.44091 0.41196
H 3.39971 0.03003 -2.03871
H 3.17661 1.67926 -1.50468
O -1.68040 -0.84547 1.57920
C -2.31425 -1.93910 1.23767
C -2.53053 -2.91861 2.22783
C -3.23054 -4.07218 1.95727
C -3.75604 -4.29845 0.68421
C -3.56233 -3.34306 -0.29137
C -2.83851 -2.17608 -0.04179
C -2.77719 -1.11119 -1.06987
N -1.87836 -0.11259 -0.96119
N -2.24346 0.98017 -1.75651
C -1.58537 2.03995 -1.42312
O -0.72959 2.06280 -0.44097
C -1.74449 3.25612 -2.25897
C -0.92479 4.35346 -2.02551
C -1.02975 5.49039 -2.81497
C -1.96186 5.54169 -3.83998
C -2.79276 4.45083 -4.06979
C -2.68478 3.31552 -3.28565
H -2.11748 -2.72503 3.20963
H -3.37095 -4.80815 2.74018
H -4.30619 -5.20403 0.46447
H -3.97208 -3.49848 -1.28307
H -3.76733 -0.73875 -1.34992
H -0.19621 4.29629 -1.22713
H -0.37029 6.33060 -2.63801
H -2.03452 6.42212 -4.46611
H -3.51711 4.48303 -4.87426
H -3.31575 2.45505 -3.46422
Se -3.39708 -1.23529 -4.03323
N -2.45673 -2.15674 -5.19232
C -1.55279 -2.84174 -4.51581
C -0.51329 -3.61168 -5.11025
C 0.39421 -4.16116 -4.27244
C 0.26156 -3.99555 -2.85586
N -0.68710 -3.33467 -2.25817
C -1.57920 -2.72993 -3.07889
N -2.55242 -1.94610 -2.63133
H -0.46170 -3.69797 -6.18704
H 1.23741 -4.72783 -4.64308
H 1.01068 -4.44748 -2.21409
O 2.35736 -3.27974 -0.27394
S 1.09444 -3.05936 0.45594
N 0.50282 -1.72565 0.54784